# 1
{"formula": "C35H39I2N5OPdSSbSe", "method": "ωB97M-V with the def2-TZVPD basis set", "total_energy_ev": -148820.25202, "homo_energy_ev": [-10.3, -10.3], "gap_ev": [5.729, 5.846], "multiplicity": 1, "total_charge": 1, "molar_mass_g_mol": 1138.7, "e_above_lowest_ev": 0.0000, "species": ["H", "N", "H", "C", "H", "C", "C", "H", "H", "N", "C", "C", "C", "H", "H", "H", "C", "N", "C", "H", "H", "C", "N", "H", "Pd", "H", "H", "C", "C", "C", "H", "H", "H", "C", "C", "C", "H", "S", "C", "O", "C", "C", "C", "Sb", "C", "H", "C", "H", "H", "H", "C", "C", "C", "H", "H", "C", "C", "H", "H", "C", "H", "H", "H", "C", "I", "C", "N", "C", "H", "H", "C", "H", "H", "H", "C", "H", "H", "H", "C", "H", "H", "C", "H", "C", "I", "Se"], "xyz": [[2.444, 4.297, 0.583], [3.090, 1.619, 1.497], [-2.872, 7.799, -2.571], [4.126, 4.203, -2.345], [-0.757, 1.971, 2.533], [-2.454, 6.873, -2.213], [1.878, -3.102, -1.510], [4.598, 4.950, -0.396], [-0.025, 5.357, 5.036], [0.166, -1.840, -0.459], [0.496, 0.864, 6.425], [3.860, 4.456, -1.010], [-5.287, 2.481, -0.778], [0.505, 5.703, 0.806], [-5.201, 3.502, -1.157], [-4.673, 1.882, 2.059], [-1.290, 4.554, -1.235], [-2.996, 0.751, -1.495], [2.647, 4.077, -0.458], [-0.681, 3.001, 4.758], [-2.708, -1.302, -1.182], [0.497, -4.127, 0.131], [-4.136, 2.128, 0.033], [-3.975, 1.337, -3.263], [-0.313, 0.442, 0.805], [1.364, -1.051, -1.932], [0.199, -4.976, 0.724], [-1.110, 0.130, 4.372], [0.270, 0.056, 4.196], [-3.320, 1.093, -0.240], [-1.321, 6.507, -3.994], [-2.220, 1.525, -3.252], [-1.203, -0.357, -1.329], [-2.188, 5.264, -0.454], [-1.596, 0.561, 5.595], [-0.038, 4.913, 4.052], [-5.419, 1.784, -1.599], [-2.720, 0.184, 1.074], [-2.242, -0.465, -1.709], [1.874, 0.718, -0.162], [1.998, 3.111, -2.552], [4.215, 0.729, -0.466], [1.148, -1.935, -1.344], [-0.221, 2.848, -0.447], [-2.768, 6.423, -0.942], [-0.290, 4.455, -3.120], [1.098, 0.444, 5.248], [4.025, -0.032, -1.219], [-2.661, 0.604, 5.784], [-2.216, -0.694, -2.770], [-0.071, 3.762, 1.515], [-3.121, 1.621, -2.645], [-0.399, 3.586, 3.896], [-3.212, 2.662, -2.341], [-6.181, 2.420, -0.155], [0.272, 5.101, 1.676], [-0.161, -2.915, 0.255], [1.093, 1.155, 7.278], [-3.195, 2.806, 1.770], [0.291, 5.669, 2.938], [3.416, 3.281, -4.141], [-2.406, 4.936, 0.552], [4.507, 1.658, -0.957], [-0.420, 3.016, 2.633], [5.882, 0.065, 0.724], [1.698, 3.432, -1.236], [-0.813, 0.915, 6.597], [-4.202, 2.614, 1.398], [1.289, 2.546, -3.146], [3.993, 1.769, 1.918], [3.200, 3.513, -3.110], [2.172, 0.397, 5.164], [0.550, 6.711, 3.048], [-0.988, -2.794, 0.946], [-0.999, 4.996, -2.513], [5.050, 4.541, -2.788], [2.259, 1.784, 2.053], [-3.442, 6.993, -0.318], [2.964, 0.998, 0.327], [-1.784, -0.170, 3.579], [-4.770, 3.542, 1.411], [1.550, -4.222, -0.764], [2.098, -5.143, -0.874], [-1.572, 6.156, -3.003], [3.488, -3.131, -2.880], [0.961, -0.665, 2.556]], "forces_ev_per_angstrom": [[0.03, 0.00, -0.03], [-0.11, 0.13, 0.08], [-0.11, 0.10, -0.10], [0.03, 0.00, 0.01], [0.23, 0.66, 0.09], [0.03, 0.11, -0.01], [0.37, 0.02, -0.37], [0.05, 0.12, 0.06], [0.00, 0.06, 0.09], [0.00, -0.14, 0.01], [0.23, -0.12, -0.14], [0.09, 0.03, -0.03], [-0.27, 0.12, -0.30], [0.03, 0.09, 0.02], [-0.02, -0.08, -0.05], [-0.08, 0.15, -0.02], [0.10, -0.60, 0.02], [-0.33, 0.15, 0.60], [-0.13, 0.16, 0.20], [-0.02, -0.10, 0.08], [0.17, 0.13, -0.06], [-0.01, 0.08, -0.08], [0.16, -0.45, -0.18], [0.03, 0.07, -0.05], [0.74, 0.18, -0.95], [0.06, -0.01, 0.05], [-0.03, -0.07, 0.07], [0.07, -0.10, 0.08], [-0.16, -0.19, -0.12], [0.05, 0.37, -0.76], [0.02, 0.02, -0.05], [-0.01, 0.01, 0.06], [-0.75, -0.14, -0.40], [-0.10, -0.15, 0.19], [-0.04, -0.14, -0.41], [0.02, -0.06, 0.00], [0.05, 0.04, -0.03], [1.18, -0.44, 1.04], [0.55, -0.45, 0.06], [-1.24, -0.53, -0.09], [-0.10, -0.02, -0.08], [0.17, -0.12, -0.01], [0.24, -0.13, -0.13], [0.19, 1.12, 0.69], [-0.08, 0.06, 0.09], [0.08, -0.01, -0.15], [-0.20, -0.14, -0.32], [-0.03, 0.01, 0.10], [-0.11, 0.02, -0.05], [-0.08, 0.08, -0.10], [-0.10, -0.37, -0.49], [-0.11, 0.31, -0.24], [-0.02, 0.05, 0.17], [-0.05, 0.01, 0.03], [0.02, 0.00, 0.00], [0.03, -0.01, -0.13], [-0.08, -0.12, 0.02], [0.15, 0.05, 0.05], [-0.09, 0.04, 0.06], [0.04, 0.13, -0.10], [0.02, -0.01, -0.13], [-0.05, 0.02, 0.10], [0.07, -0.03, 0.04], [-0.27, -0.52, 0.03], [-0.26, 0.12, -0.27], [-0.52, -0.36, 0.18], [-0.24, 0.32, 0.70], [0.13, 0.17, 0.49], [0.03, 0.01, -0.10], [-0.02, -0.04, -0.07], [0.02, -0.06, -0.16], [0.13, 0.02, 0.00], [0.05, 0.13, 0.03], [0.08, 0.00, 0.04], [0.15, -0.09, -0.16], [0.13, -0.03, -0.03], [0.13, -0.07, -0.08], [-0.05, 0.01, 0.03], [0.86, 0.38, 0.73], [0.01, 0.01, 0.12], [-0.01, 0.03, -0.07], [0.00, 0.09, 0.02], [0.08, -0.11, -0.03], [-0.07, 0.10, -0.13], [-0.40, 0.03, 0.34], [-0.77, -0.10, 0.36]], "mulliken_charge": [0.287, 0.093, 0.411, -0.737, 0.094, -0.618, -0.617, 0.454, 0.437, 0.257, -0.487, -0.762, -1.199, 0.620, 0.329, 0.423, 0.893, 0.314, -0.419, 0.376, 0.407, -0.951, 0.462, 0.329, 0.919, 0.566, 0.450, -0.189, 0.528, 0.257, 0.447, 0.445, 0.503, -0.383, -0.603, -0.892, 0.411, -0.466, -1.328, -0.053, -0.905, -1.139, -0.345, 1.324, -0.919, 0.370, -0.448, 0.267, 0.358, 0.470, 0.467, -1.336, -0.647, 0.481, 0.446, -0.201, -0.257, 0.362, 0.454, -0.942, 0.444, 0.557, 0.368, -0.278, 0.090, 0.989, -0.575, -1.439, 0.414, 0.227, -0.733, 0.442, 0.433, 0.383, -0.572, 0.417, -0.104, 0.464, 0.314, 0.353, 0.424, -0.127, 0.416, -0.623, 0.075, -0.226]}

=====

# 2
{"formula": "C30H50BrN3P2SSn", "method": "ωB97M-V with the def2-TZVPD basis set", "total_energy_ev": -141632.32480, "homo_energy_ev": [-17.5, -17.5], "gap_ev": [4.492, 4.687], "multiplicity": 1, "total_charge": 4, "molar_mass_g_mol": 745.4, "e_above_lowest_ev": 5.0282, "species": ["C", "S", "H", "C", "H", "H", "C", "C", "N", "H", "C", "C", "H", "H", "H", "H", "C", "H", "C", "C", "H", "N", "H", "N", "H", "H", "C", "C", "H", "H", "C", "H", "H", "C", "C", "H", "C", "H", "H", "H", "C", "C", "H", "H", "H", "H", "H", "H", "H", "H", "H", "H", "H", "H", "H", "H", "H", "H", "C", "H", "P", "Sn", "C", "C", "C", "H", "C", "Br", "H", "H", "C", "H", "H", "C", "H", "C", "C", "H", "H", "H", "C", "C", "C", "H", "H", "P", "H", "C"], "xyz": [[3.410, 0.064, 1.128], [0.214, 0.369, 3.209], [-0.258, -5.500, -1.688], [-0.521, -3.343, -2.051], [0.916, 3.475, -1.003], [-4.481, -4.538, -0.509], [-2.038, 2.205, -1.964], [1.205, 0.310, 7.053], [-1.110, 0.113, 5.600], [1.579, -3.337, 1.563], [2.497, 0.073, 4.941], [-0.525, 3.622, -3.127], [-0.487, -1.647, 6.563], [3.791, -4.633, 1.158], [0.436, 1.066, 7.299], [-3.392, -0.947, -2.316], [-4.365, -3.519, -0.150], [-1.984, -1.821, -4.876], [-1.664, 1.560, 0.374], [-2.316, 0.675, 4.995], [2.541, -0.657, 4.135], [1.203, -0.052, 5.610], [3.253, 0.954, 0.487], [-0.973, 7.555, -6.614], [5.057, -1.272, 1.749], [1.145, -1.231, -1.685], [3.014, -0.318, -2.036], [-2.391, 1.576, -0.833], [-2.292, -3.581, 0.364], [-2.688, 0.063, 4.158], [-0.529, 6.962, -4.391], [-0.553, 9.032, -5.125], [2.966, -2.656, 2.451], [4.866, -0.452, 1.031], [3.540, -3.724, 0.601], [3.088, -4.024, -0.353], [-2.857, -1.529, -4.286], [-2.099, 1.665, 4.582], [2.217, 0.701, 7.282], [-2.669, 2.153, -2.881], [0.068, 0.157, 4.876], [-0.694, 5.629, -4.858], [4.086, -0.501, -1.875], [-3.241, 0.880, -0.909], [-3.638, -2.259, -4.502], [-2.940, -2.003, 0.141], [4.471, -3.167, 0.419], [-1.228, 4.235, -6.469], [5.562, 0.380, 1.255], [-0.650, -5.065, -3.352], [3.275, -0.134, 5.671], [-1.740, -0.758, -2.644], [1.042, -0.594, 7.678], [3.118, 0.348, 2.161], [2.787, -0.403, -3.113], [-0.339, 7.228, -3.352], [-3.202, -0.577, -4.712], [-0.028, -2.645, -2.730], [-1.038, 5.266, -6.177], [-2.228, -1.428, 6.437], [2.196, -1.207, 0.622], [-0.473, -0.808, -0.646], [-0.090, -4.754, -2.467], [-1.159, 6.326, -7.090], [-0.823, 2.896, -1.982], [-5.106, -2.897, -0.649], [-0.022, 2.895, -0.860], [-2.504, 0.249, 1.572], [2.744, 0.725, -1.721], [2.586, 1.078, 4.518], [-0.562, 4.493, -3.977], [-4.683, -3.539, 0.906], [-3.099, 0.722, 5.783], [-2.563, -1.475, -2.784], [0.390, 2.073, 1.053], [-1.282, -0.921, 6.605], [-2.927, -3.003, -0.315], [2.433, -2.453, -1.614], [5.094, -0.807, 0.005], [0.974, -4.836, -2.734], [2.240, -1.415, -1.287], [-0.388, 2.177, 0.288], [-0.671, 7.956, -5.376], [-1.415, 6.111, -8.143], [-0.012, -3.136, -1.078], [-2.319, -3.116, -2.040], [-1.326, -0.458, 7.589], [2.581, -2.877, 1.432]], "forces_ev_per_angstrom": [[0.14, 0.05, -0.09], [-0.22, 0.27, -0.33], [-0.22, 0.13, 0.01], [1.68, -0.05, 0.58], [-0.53, -0.73, 0.86], [0.09, -0.04, -0.20], [0.21, 0.64, -1.80], [0.49, -0.41, 0.64], [1.25, 0.35, -2.65], [0.64, 0.03, -0.02], [-0.34, -0.28, -0.16], [0.12, 2.61, -2.28], [0.21, -0.16, -0.02], [-0.03, 0.12, -0.17], [0.42, -0.36, -0.31], [-0.34, -0.31, 0.31], [-0.45, -0.21, 0.35], [0.03, -0.10, 0.13], [0.47, -0.06, -1.79], [-0.61, -0.09, 0.15], [0.21, -0.13, -0.01], [-1.31, 1.09, -0.65], [0.06, -0.39, 0.33], [0.28, -1.39, 1.30], [-0.07, 0.42, -0.38], [1.72, -0.54, -0.05], [0.11, -0.06, -0.19], [-1.94, -2.01, 1.32], [0.22, -0.24, -0.24], [0.01, -0.04, 0.61], [-0.36, -0.70, -1.64], [-0.15, -0.73, -0.51], [-0.16, -0.06, -0.61], [0.17, 0.24, 0.03], [0.20, 0.00, 0.15], [0.21, 0.02, 0.27], [-0.02, -0.17, -0.61], [-0.11, -0.03, 0.31], [-0.76, -0.12, -0.07], [0.58, 0.00, 0.93], [0.41, -0.89, 3.97], [0.03, -0.94, 0.25], [-0.29, 0.38, -0.25], [0.01, 0.79, 0.25], [0.04, -0.01, 0.12], [0.16, 0.07, -0.32], [-0.28, -0.35, -0.07], [0.16, 0.39, -0.05], [-0.33, -0.49, -0.06], [-0.06, 0.05, 0.10], [0.08, 0.08, -0.22], [0.25, 0.06, -0.27], [0.15, 0.69, -0.38], [0.30, -0.11, -0.56], [0.29, 0.07, 0.43], [0.06, -0.09, -0.38], [0.12, -0.06, 0.39], [-0.30, 0.16, -0.44], [0.20, 1.78, 0.36], [-0.09, -0.03, -0.13], [-1.18, -0.85, -1.16], [-0.16, -0.14, 1.19], [0.29, -0.55, -0.20], [-0.20, 0.04, -0.48], [-0.89, -0.70, 0.49], [0.11, 0.05, -0.26], [0.73, 0.14, -0.26], [1.01, 1.10, -0.22], [0.25, -0.98, -0.11], [0.33, 0.03, 0.16], [0.18, -0.43, 1.48], [0.40, 0.10, -0.29], [0.55, 0.16, -0.62], [-0.32, 1.25, -0.61], [-0.65, 0.30, 0.06], [-0.54, 0.03, 0.62], [-0.21, 0.39, 1.29], [0.10, 0.55, 0.13], [-0.08, 0.16, 0.65], [-0.25, 0.32, 0.15], [-0.58, 0.81, 0.46], [0.32, -0.50, 1.25], [-0.10, 0.50, -0.06], [0.17, 0.63, 0.51], [-0.05, -0.30, 0.13], [-1.35, -0.91, -0.55], [0.02, -0.17, 0.14], [-0.68, 0.82, -0.10]], "mulliken_charge": [-0.091, 0.233, 0.402, 0.494, 0.538, 0.427, -0.659, -1.083, 0.202, 0.515, -0.838, -0.381, 0.437, 0.437, 0.379, 0.375, -1.536, 0.374, -0.474, -1.101, -0.058, 0.101, 0.438, 0.042, 0.319, -0.575, -1.480, -0.197, 0.422, 0.247, -0.323, 0.418, 0.285, -1.281, -1.121, 0.215, -1.647, 0.398, 0.496, 0.498, -0.039, 0.408, 0.370, 0.542, 0.423, -0.340, 0.264, 0.453, 0.437, 0.451, 0.654, -0.279, 0.326, 0.163, 0.511, 0.461, 0.390, 0.407, -0.294, 0.462, 0.460, 0.869, -1.679, -0.440, 0.919, 0.358, -0.813, -0.042, 0.208, 0.370, -0.122, 0.403, 0.457, 0.550, 0.412, -1.206, 0.332, 0.351, 0.250, 0.401, 0.552, 0.288, -0.357, 0.409, -0.214, -0.120, 0.371, -0.585]}